1.
ORCA calculation (wB97M-V/def2-TZVPD) on a molecular structure, C17H31MoN8S in a non-equilibrium geometry.

```
58
Properties=species:S:1:pos:R:3
Mo 0.1017 -0.3933 -0.3642
C 1.2683 3.1068 -0.0836
C 1.9584 2.0932 -1.0033
N 1.0978 1.0938 -1.6689
C 0.1558 1.6939 -2.6410
C -1.1724 2.0313 -1.9766
N -1.6766 0.8846 -1.1890
C -2.9078 1.2965 -0.4836
C -3.5521 0.2099 0.4026
C -2.8340 -1.1320 0.5342
N -1.4429 -1.1475 1.0702
C -1.2696 -0.4909 2.3843
C -0.9897 0.9967 2.2186
N 0.1125 1.2103 1.2546
C 0.2256 2.6549 0.9658
H 0.7953 3.8720 -0.6992
H 2.0828 3.6227 0.4280
H 2.7322 1.5387 -0.4692
H 2.4746 2.6893 -1.7649
H 1.7448 0.5292 -2.2284
H -0.0206 0.9806 -3.4543
H 0.5876 2.5978 -3.0835
H -1.8908 2.3082 -2.7559
H -1.0723 2.8983 -1.3261
H -2.0028 0.2091 -1.8871
H -3.6394 1.6072 -1.2375
H -2.6973 2.1850 0.1140
H -4.5267 -0.0458 -0.0182
H -3.7725 0.6202 1.3894
H -2.8024 -1.6272 -0.4436
H -3.4624 -1.7456 1.1889
H -1.2843 -2.1442 1.2432
H -0.4229 -0.9674 2.8967
H -2.1606 -0.6261 3.0086
H -0.7455 1.4221 3.1998
H -1.8788 1.5158 1.8594
H 0.9599 0.9614 1.7689
H 0.4492 3.1805 1.9003
H -0.7652 2.9961 0.6603
N -1.7697 -3.7183 -2.8320
C -0.9734 -2.9599 -2.1082
S -0.4980 -1.3626 -2.6937
N -0.4905 -3.3208 -0.9599
N 0.3833 -2.4833 -0.3969
C 1.4363 -3.0483 0.1178
C 2.4141 -2.2231 0.7287
C 3.5894 -2.7597 1.2733
C 4.4872 -1.9269 1.9097
C 4.1723 -0.5712 1.9697
C 3.0114 -0.1085 1.3718
N 2.1197 -0.8946 0.7344
H -2.0532 -3.4550 -3.7660
H -1.9407 -4.6749 -2.5462
H 1.5515 -4.1233 0.0380
H 3.7690 -3.8199 1.1894
H 5.3925 -2.3144 2.3522
H 4.8231 0.1223 2.4802
H 2.8186 0.9562 1.4280
```

Computed properties:
Net charge = +3
Largest force on an atom = 2.3 eV Å⁻¹
Calculated total energy = -42718.5498 eV
Kohn-Sham gap (alpha / beta) = 6.07 / 6.07 eV

Atomic partial charges in e from the Mulliken method, atoms 1 to 4: Mo 0.242; C -1.030; C -0.852; N 0.163


2.
ORCA calculation (wB97M-V/def2-TZVPD) on a gas-phase ion, C3H9N4O (charge +1) in a non-equilibrium geometry.

```
17
Properties=species:S:1:pos:R:3
H 2.8869 1.4265 -0.0444
N 1.9701 1.7270 -0.3500
C 0.8521 0.5950 -0.1930
N 1.0131 -0.6421 -0.0609
N 1.8819 -1.5013 0.3773
C -0.4929 1.1968 -0.2232
O -0.7705 1.9114 0.9701
C -1.5310 0.0474 -0.4775
N -0.8618 -1.0734 0.2176
H 2.3442 -1.6271 1.3647
H 2.1629 -2.2925 -0.2110
H -0.3129 1.9469 -1.0616
H -0.9382 2.8733 0.8415
H -2.4363 0.4763 -0.0278
H -1.7268 -0.0679 -1.5975
H -1.0500 -1.0265 1.2163
H -1.1653 -1.9624 -0.2797
```

Computed properties:
Net charge = +1
SMILES = [H]/N=C(\N=[NH2+])[C@H](O)CN
Largest force on an atom = 11.0 eV Å⁻¹
Calculated total energy = -11251.9378 eV
Kohn-Sham gap (alpha / beta) = 7.25 / 7.03 eV

Atomic partial charges in e from the Mulliken method, atoms 1 to 4: H 0.213; N -0.534; C 0.261; N 0.456


3.
ORCA calculation (wB97M-V/def2-TZVPD) on a molecular structure, C3H5ClO2S in a non-equilibrium geometry.

```
12
Properties=species:S:1:pos:R:3
C -0.6128 0.5418 -0.6251
C 1.7536 0.1882 0.5794
C 0.6252 -0.2175 -0.4200
O -3.4751 0.2782 0.3390
O -2.6837 -1.8366 -0.5100
S -2.4074 -0.6915 0.3577
Cl -0.6655 2.1229 -0.0701
H 1.9853 1.2896 0.7214
H 1.4735 -0.1490 1.5411
H 2.5166 -0.3931 0.1089
H 1.0584 0.2296 -1.4347
H 0.4319 -1.3626 -0.5877
```

Computed properties:
Largest force on an atom = 2.7 eV Å⁻¹
Calculated total energy = -30640.6598 eV
Kohn-Sham gap = 7.56 eV

Atomic partial charges in e from the Mulliken method, atoms 1 to 4: C -0.220; C -0.971; C -0.168; O -0.434


4.
ORCA calculation (wB97M-V/def2-TZVPD) on a molecular structure, C9H22ClO10S2V in a non-equilibrium geometry.

```
45
Properties=species:S:1:pos:R:3
O 0.9313 -3.6054 1.7455
V 0.2859 -3.8019 0.3254
Cl -0.7744 -1.4976 -0.2999
O 0.7836 2.6678 -4.5194
S 1.1781 2.0179 -3.2336
O 2.2944 1.0600 -3.2961
O 1.5794 3.1941 -2.1461
C 0.9030 4.4252 -2.1420
C 1.8064 5.3834 -1.4366
C -0.2899 1.3155 -2.2662
H -0.1203 4.4629 -1.7684
H 0.8519 4.6955 -3.1967
H 2.3309 5.0895 -0.5274
H 1.2492 6.3197 -1.4038
H 2.6164 5.5467 -2.1474
H -0.0159 0.9826 -1.2651
H -0.6399 0.4581 -2.8410
H -1.1018 2.0422 -2.2968
O -0.0240 2.2967 4.2564
S 0.7919 2.3761 3.0163
O 1.7254 3.5423 2.7985
O 1.6899 0.9644 2.7786
C 2.7654 0.9972 1.7910
C 2.5498 0.0366 0.6395
C -0.2985 2.2631 1.4857
H 3.7219 0.7460 2.2495
H 2.9905 2.0151 1.4727
H 2.7269 -1.0054 0.9055
H 3.3061 0.3387 -0.0849
H 1.6392 0.1422 0.0497
H 0.2381 2.4796 0.5620
H -1.0897 2.9933 1.6558
H -0.6479 1.2314 1.5256
C -2.4154 -7.4860 0.9526
O -3.2415 -6.3639 0.7064
C -2.8387 -5.1353 0.5515
O -1.6928 -4.6957 0.6229
O -3.9344 -4.3960 0.4430
C -3.8132 -2.9718 0.3687
H -1.5680 -7.5095 0.2674
H -2.9510 -8.4181 0.7725
H -1.9994 -7.4788 1.9601
H -4.7810 -2.4948 0.2143
H -3.2590 -2.7165 -0.5344
H -3.4586 -2.5070 1.2887
```

Computed properties:
Largest force on an atom = 3.9 eV Å⁻¹
Calculated total energy = -90042.7966 eV
<S²> = 2.03
Spin multiplicity = 3
Kohn-Sham gap (alpha / beta) = 7.75 / 8.72 eV

Atomic partial charges in e from the Mulliken method, atoms 1 to 4: O -0.663; V 1.211; Cl -0.535; O -0.639


5.
ORCA calculation (wB97M-V/def2-TZVPD) on 2 unconnected molecules or ions with the total composition C18H36FNO7.

```
63
Properties=species:S:1:pos:R:3
C 0.2153 0.4734 -1.1767
C 0.8947 -0.6541 -0.4374
O 1.9759 -0.4941 0.0505
N 0.2971 -1.9593 -0.4195
C -1.1462 -2.0505 -0.1546
C -1.4780 -2.2140 1.3515
C -0.2903 -2.2268 2.3249
C 0.3411 -3.6239 2.4153
C 1.7138 -3.6817 3.0660
F 2.1476 -5.0097 3.0404
C 1.7336 -3.2269 4.5189
C 3.1337 -3.0986 5.1420
C 3.7293 -1.6967 4.9695
O 3.1171 -3.4904 6.5162
O 2.7063 -2.9181 2.3839
C 3.1262 -3.2446 1.1238
C 4.4040 -2.5220 0.8186
O 2.5470 -4.0034 0.4029
H 0.6083 1.4275 -0.8120
H 0.4710 0.3689 -2.2403
H -0.8714 0.4749 -1.1093
H 0.5182 -2.4040 -1.3068
H -1.6841 -1.1821 -0.5466
H -1.5285 -2.9157 -0.7063
H -2.0210 -3.1585 1.4902
H -2.1806 -1.4200 1.6367
H 0.4678 -1.4827 2.0491
H -0.6726 -1.9383 3.3138
H -0.3072 -4.2608 3.0354
H 0.4117 -4.0876 1.4266
H 1.1713 -3.9802 5.0821
H 1.2038 -2.2681 4.5935
H 3.7946 -3.8393 4.6791
H 3.4427 -1.0706 5.8268
H 4.8236 -1.7282 4.9364
H 3.3764 -1.2182 4.0522
H 2.4877 -2.9202 6.9842
H 4.4075 -1.5297 1.2739
H 4.5070 -2.4377 -0.2663
H 5.2374 -3.1047 1.2251
C -2.5293 5.3071 -0.6395
O -2.0040 5.1699 -1.9395
C -0.9570 4.2301 -2.0696
C -1.1142 3.3645 -3.2978
O -2.1741 2.4280 -3.2348
C -3.4999 2.8903 -3.4150
C -3.8783 3.1722 -4.8500
O -3.2379 4.3293 -5.3485
C -2.7684 4.2310 -6.6731
H -1.8874 5.9283 -0.0053
H -3.5021 5.7887 -0.7284
H -2.6626 4.3332 -0.1563
H -0.9002 3.5902 -1.1811
H 0.0006 4.7602 -2.1616
H -0.2134 2.7469 -3.3556
H -1.1585 3.9756 -4.2021
H -3.7213 3.7523 -2.7818
H -4.1265 2.0565 -3.0876
H -4.9675 3.3124 -4.8817
H -3.6342 2.2995 -5.4662
H -2.2902 3.2633 -6.8580
H -2.0303 5.0187 -6.8184
H -3.5749 4.3682 -7.4016
```

Computed properties:
SMILES = CC(=O)NCCCC[C@](F)(C[C@@H](C)O)OC(C)=O.COCCOCCOC
Largest force on an atom = 0.7 eV Å⁻¹
Calculated total energy = -37788.5334 eV
Kohn-Sham gap = 9.90 eV

Atomic partial charges in e from the Mulliken method, atoms 1 to 4: C -1.100; C 0.259; O -0.478; N 0.082


6.
ORCA calculation (wB97M-V/def2-TZVPD) on a molecular structure, C6H11N2O2 in a non-equilibrium geometry.

```
21
Properties=species:S:1:pos:R:3
C -1.5693 -0.3443 -0.8440
C -3.0419 -0.1961 -0.2463
C 1.3085 0.5577 -1.3843
C 1.2210 1.0027 1.0535
C 1.0573 -1.5578 0.0628
C 0.7579 0.0040 -0.0704
N -1.6208 0.7378 1.4014
N -0.7021 0.0404 -0.0277
O -4.1057 -0.5017 -0.6189
O -2.7930 0.2794 1.0359
H -1.2495 -0.9016 -1.7637
H 1.1004 1.6670 -1.4624
H 2.4864 0.5346 -1.4228
H 0.8783 0.2499 -2.3311
H 2.2622 1.3519 0.7434
H 1.3841 0.4100 2.0107
H 0.6263 1.9667 0.9689
H 0.3698 -1.9463 0.8076
H 0.8989 -2.1475 -0.7861
H 2.0540 -1.6189 0.4984
H -1.3228 0.4118 2.3753
```

Computed properties:
Net charge = +1
Largest force on an atom = 3.6 eV Å⁻¹
Calculated total energy = -13463.4708 eV
Kohn-Sham gap (alpha / beta) = 9.37 / 9.38 eV

Atomic partial charges in e from the Mulliken method, atoms 1 to 4: C 0.205; C 0.203; C -1.452; C -1.521